[1]
C46H45N15PPbS2 | ωB97M-V/def2-TZVPD

Last column: Mulliken charge in e.
Cartesian coordinates (Å):
1 Pb -0.169 -1.214 -0.678  2.705
2 N 1.186 -3.110 -1.692  -0.323
3 C 2.466 -2.746 -2.234  -0.123
4 C 3.310 -3.699 -2.750  -0.335
5 C 4.554 -3.353 -3.293  -0.980
6 C 4.942 -2.042 -3.331  -0.894
7 C 4.104 -1.035 -2.809  0.420
8 C 4.448 0.331 -2.845  -0.817
9 C 3.597 1.251 -2.289  -1.418
10 C 2.412 0.800 -1.695  -0.594
11 N 2.040 -0.458 -1.669  0.956
12 C 2.851 -1.387 -2.228  0.125
13 H 0.672 -3.634 -2.393  0.414
14 H 1.323 -3.731 -0.900  0.251
15 H 3.013 -4.738 -2.740  0.550
16 H 5.192 -4.126 -3.686  0.451
17 H 5.887 -1.756 -3.761  0.483
18 H 5.372 0.637 -3.309  0.496
19 H 3.823 2.306 -2.317  0.567
20 H 1.740 1.502 -1.222  0.791
21 C -1.797 0.052 5.037  -0.854
22 N -2.365 0.834 3.972  0.261
23 C -3.223 1.890 4.146  -0.850
24 C -3.689 2.243 2.934  -0.421
25 N -3.147 1.381 1.989  0.581
26 C -2.290 0.528 2.645  -0.390
27 S -1.172 -0.588 2.085  -0.278
28 C -3.710 1.201 0.708  1.147
29 C -4.878 1.887 0.359  -1.223
30 C -5.468 1.616 -0.860  -0.901
31 C -4.887 0.662 -1.684  -1.570
32 C -3.730 0.046 -1.244  -0.352
33 N -3.139 0.310 -0.090  0.590
34 H -1.614 0.687 5.902  0.364
35 H -0.872 -0.413 4.694  0.237
36 H -2.494 -0.736 5.332  0.324
37 H -3.435 2.310 5.108  0.543
38 H -4.342 3.050 2.684  0.522
39 H -5.351 2.590 1.023  0.333
40 H -6.379 2.121 -1.145  0.477
41 H -5.334 0.385 -2.624  0.565
42 H -3.251 -0.713 -1.845  0.667
43 N 0.218 -4.206 1.667  0.289
44 C 1.310 -3.381 1.781  0.534
45 C 2.292 -3.813 2.700  -1.080
46 C 3.448 -3.092 2.864  -0.972
47 C 3.612 -1.937 2.102  -1.329
48 C 2.605 -1.579 1.235  -1.093
49 N 1.473 -2.267 1.065  0.737
50 C -0.984 -4.231 0.990  0.504
51 C -1.824 -5.321 1.293  -1.054
52 C -3.028 -5.463 0.639  -0.699
53 C -3.396 -4.486 -0.283  -1.359
54 C -2.529 -3.443 -0.503  0.084
55 N -1.332 -3.316 0.085  0.532
56 H 0.293 -4.999 2.296  0.150
57 H 2.141 -4.720 3.264  0.577
58 H 4.210 -3.415 3.556  0.475
59 H 4.515 -1.356 2.177  0.664
60 H 2.701 -0.695 0.621  0.916
61 H -1.528 -6.044 2.038  0.540
62 H -3.670 -6.307 0.840  0.446
63 H -4.335 -4.536 -0.812  0.531
64 H -2.787 -2.651 -1.189  0.211
65 S -2.785 2.885 -7.219  0.227
66 N -2.359 3.400 -5.756  -0.677
67 C -2.037 2.354 -5.004  0.791
68 C -1.592 2.366 -3.647  0.322
69 C -1.463 3.551 -2.918  -1.067
70 C -1.017 3.487 -1.617  -1.300
71 C -0.704 2.236 -1.092  -0.982
72 N -0.821 1.109 -1.761  1.207
73 C -1.266 1.138 -3.023  -0.274
74 C -1.451 -0.120 -3.725  -0.688
75 N -1.213 -1.274 -3.073  0.505
76 C -1.450 -2.416 -3.694  -0.383
77 C -1.927 -2.507 -4.999  -1.401
78 C -2.159 -1.346 -5.699  -0.697
79 C -1.924 -0.123 -5.059  0.522
80 C -2.181 1.126 -5.706  0.869
81 N -2.592 1.312 -6.954  -0.702
82 H -1.724 4.481 -3.396  0.600
83 H -0.912 4.378 -1.019  0.619
84 H -0.349 2.131 -0.072  0.518
85 H -1.279 -3.317 -3.122  0.544
86 H -2.115 -3.473 -5.438  0.515
87 H -2.526 -1.338 -6.715  0.586
88 C 2.186 4.641 2.734  -0.819
89 N 1.136 3.934 3.594  0.186
90 C 1.881 3.180 4.694  -0.826
91 N 2.829 2.300 4.138  0.275
92 C 3.798 3.026 3.334  -1.019
93 N 3.131 3.718 2.244  0.291
94 C 2.604 2.814 1.248  -1.466
95 P 1.292 1.635 1.909  2.186
96 C 0.314 3.007 2.788  -1.368
97 C 2.248 1.167 3.456  -1.485
98 H 2.679 5.381 3.370  0.356
99 H 1.672 5.152 1.913  0.374
100 H 0.532 4.639 4.024  0.381
101 H 1.148 2.630 5.291  0.406
102 H 2.386 3.924 5.314  0.364
103 H 4.543 2.340 2.933  0.354
104 H 4.302 3.761 3.966  0.303
105 H 3.424 2.220 0.837  0.428
106 H 2.177 3.399 0.427  0.481
107 H -0.416 2.520 3.441  0.459
108 H -0.240 3.579 2.036  0.602
109 H 3.045 0.478 3.176  0.458
110 H 1.577 0.628 4.132  0.318

Calculated values
HOMO energy	-14.237	eV
total charge	+3
ΔE to the lowest compared entry with this formula, charge and spin	35.9	kcal/mol
frontier orbital gap	0.272	Ha
E_LUMO	-6.844	eV


[2]
C4H8N2O | ωB97M-V/def2-TZVPD

Last column: natural (NBO) charge in e.
Cartesian coordinates (Å):
1 C -0.715 1.882 -0.189  0.199
2 C -0.491 -0.514 1.549  -0.638
3 C -0.065 0.710 -0.720  0.099
4 C -0.534 -0.597 0.006  0.078
5 N -1.125 2.902 0.118  -0.286
6 N 0.486 0.533 -1.882  -0.727
7 O 0.179 -1.749 -0.545  -0.738
8 H -1.354 -0.045 1.887  0.227
9 H 0.457 -0.078 1.651  0.226
10 H -0.336 -1.457 1.987  0.220
11 H 2.101 0.421 0.549  -0.138
12 H -1.560 -0.763 -0.153  0.187
13 H 1.217 1.150 -2.339  0.405
14 H 0.823 -0.363 -1.920  0.403
15 H 0.917 -2.032 0.004  0.482

Calculated values
HOMO energy (spin up / spin down)	-7.361 / -10.102	eV
total charge	0
ΔE to the lowest compared entry with this formula, charge and spin	143.1	kcal/mol
frontier orbital gap (spin up / spin down)	0.228 / 0.367	Ha
E_LUMO (spin up / spin down)	-1.155 / -0.122	eV


[3]
C3H2NO2Se | ωB97M-V/def2-TZVPD

Last column: natural (NBO) charge in e.
Cartesian coordinates (Å):
1 C -0.514 -0.044 -0.175  0.385
2 C 2.591 -1.481 0.013  1.043
3 C -1.696 0.062 -0.688  -0.587
4 N 0.595 -0.336 0.267  -0.774
5 O 2.920 -1.356 1.103  -0.568
6 O 2.446 -1.867 -1.073  -0.541
7 Se -3.172 -0.946 -0.093  -0.566
8 H -2.006 0.506 -1.602  0.240
9 H 1.084 0.008 1.074  0.367

Calculated values
HOMO energy	-2.351	eV
total charge	-1
ΔE to the lowest compared entry with this formula, charge and spin	19.6	kcal/mol
frontier orbital gap	0.204	Ha
E_LUMO	3.204	eV


[4]
C3H5N5 | ωB97M-V/def2-TZVPD

Last column: natural (NBO) charge in e.
Cartesian coordinates (Å):
1 H -2.418 -0.953 -0.582  0.357
2 N -1.401 -1.055 -0.484  -0.749
3 C -0.814 0.006 -0.061  0.336
4 C -1.393 1.396 0.147  -0.108
5 N -0.394 2.228 0.373  -0.173
6 N 0.748 1.547 0.258  -0.222
7 N 0.583 0.207 0.082  -0.115
8 N 1.559 -0.558 -0.332  -0.240
9 C 1.498 -1.798 -0.165  -0.092
10 H -2.459 1.762 0.084  0.229
11 H 1.454 1.830 0.922  0.387
12 H 2.365 -2.334 -0.605  0.194
13 H 0.673 -2.278 0.362  0.197

Calculated values
HOMO energy	-8.076	eV
total charge	0
ΔE to the lowest compared entry with this formula, charge and spin	93.9	kcal/mol
frontier orbital gap	0.322	Ha
E_LUMO	0.682	eV


Values for E_tot, eV, ordered as above
-106972.1923, -9300.1867, -74074.8681, -10638.8041